{
  "formula": "C7H10O",
  "method": "ωB97M-V with the def2-TZVPD basis set",
  "smiles": "C#C[C@@](C)(O)/C=C/C",
  "largest_force_ha_per_bohr": 0.0981,
  "homo_lumo_gap_ev": 10.6,
  "total_charge": 0,
  "relative_energy_kcal_mol": 87.1,
  "species": ["C", "C", "C", "C", "O", "C", "C", "C", "H", "H", "H", "H", "H", "H", "H", "H", "H", "H"],
  "coordinates": [[-1.8717, 2.2050, -0.0936], [-1.6181, 1.0564, 0.0580], [-1.1536, -0.4202, -0.1045], [-1.4108, -1.1527, 1.2742], [-1.8968, -1.0196, -1.0808], [0.4284, -0.5087, -0.4530], [1.2438, 0.4823, -0.1746], [2.6723, 0.2239, -0.3977], [-1.9664, 3.2098, -0.3775], [-1.0065, -2.1736, 1.2724], [-2.3917, -1.0680, 1.6668], [-0.6817, -0.6027, 1.9986], [-1.4182, -0.9161, -1.9630], [0.7728, -1.5032, -0.4142], [1.0312, 1.5701, -0.0095], [2.8358, -0.7677, -0.7526], [3.3141, 0.3193, 0.6050], [3.1170, 1.0657, -1.0541]],
  "forces_ev_per_angstrom": [[-0.0158, 0.8803, -0.2254], [1.3455, -2.9810, -0.5538], [1.3086, 1.2586, 1.9208], [3.6008, 1.4547, 0.1691], [0.1133, -0.7907, -2.9503], [-4.1627, 1.4421, 2.4612], [0.9056, 1.3928, -0.9775], [2.9594, 2.3438, 1.8904], [-0.3459, 0.6713, 0.1542], [-0.5301, 0.0902, -0.2924], [-0.9889, -0.0433, 0.0034], [-1.4327, -0.8013, -0.9703], [-1.0775, -0.0873, 1.7590], [0.4528, -1.1940, -0.6574], [-0.5844, -1.3496, 0.0509], [0.3802, -0.5102, -0.5995], [-1.3827, -0.1345, -1.8759], [-0.5456, -1.6419, 0.6935]]
}


{
  "formula": "C21H25N5O3S",
  "method": "ωB97M-V with the def2-TZVPD basis set",
  "smiles": "CCOc1ccc(CNC(=O)C2CCN(c3nn4c(=O)cc(C)nc4s3)CC2)cc1",
  "largest_force_ha_per_bohr": 0.0253,
  "homo_lumo_gap_ev": 8.7,
  "total_charge": 0,
  "relative_energy_kcal_mol": 50.1,
  "species": ["C", "C", "O", "C", "C", "C", "C", "C", "N", "C", "O", "C", "C", "C", "N", "C", "N", "N", "C", "O", "C", "C", "C", "N", "C", "S", "C", "C", "C", "C", "H", "H", "H", "H", "H", "H", "H", "H", "H", "H", "H", "H", "H", "H", "H", "H", "H", "H", "H", "H", "H", "H", "H", "H", "H"],
  "coordinates": [[-0.2867, -8.5374, 6.3593], [-0.2102, -7.1168, 5.8221], [-1.3796, -6.8829, 5.0618], [-1.5663, -5.6659, 4.4907], [-0.6748, -4.5993, 4.5625], [-0.9803, -3.4023, 3.9393], [-2.1648, -3.2378, 3.2361], [-2.4533, -1.9342, 2.5418], [-1.5347, -1.7195, 1.4388], [-0.6564, -0.6956, 1.4057], [-0.5937, 0.1547, 2.2665], [0.2234, -0.6852, 0.1532], [-0.6082, -0.2290, -1.0530], [0.2789, -0.1344, -2.2947], [1.3927, 0.7602, -2.0479], [1.2995, 2.0291, -2.4601], [0.3941, 2.4643, -3.2593], [0.5888, 3.7557, -3.5963], [-0.2879, 4.4418, -4.4834], [-1.2405, 3.8733, -4.9646], [0.1307, 5.7995, -4.6814], [1.2351, 6.3261, -4.0788], [1.6779, 7.7373, -4.2782], [2.0180, 5.5944, -3.2446], [1.6659, 4.3709, -3.0464], [2.5264, 3.2556, -2.0142], [2.2270, 0.3657, -0.9365], [1.4042, 0.2673, 0.3478], [-3.0473, -4.3090, 3.1603], [-2.7577, -5.5053, 3.7804], [-1.1702, -8.6506, 6.9812], [-0.3513, -9.2424, 5.5351], [0.5976, -8.7577, 6.9503], [-0.1507, -6.3997, 6.6525], [0.6810, -6.9976, 5.1899], [0.2547, -4.6872, 5.1027], [-0.2861, -2.5769, 4.0032], [-2.3084, -1.0897, 3.2209], [-3.4816, -1.9207, 2.1662], [-1.5053, -2.4323, 0.7274], [0.5964, -1.7003, -0.0280], [-1.0357, 0.7535, -0.8453], [-1.4283, -0.9219, -1.2444], [0.6903, -1.1188, -2.5405], [-0.2839, 0.2485, -3.1453], [-0.4812, 6.3918, -5.3421], [2.6963, 7.7482, -4.6611], [1.0213, 8.2569, -4.9690], [1.6840, 8.2546, -3.3207], [2.6599, -0.6116, -1.1774], [3.0390, 1.0850, -0.8196], [1.0199, 1.2508, 0.6222], [2.0350, -0.0816, 1.1656], [-3.9755, -4.2022, 2.6175], [-3.4402, -6.3389, 3.7319]],
  "forces_ev_per_angstrom": [[-0.0876, 0.3971, -0.2127], [0.2893, -0.1419, 0.2178], [-0.1684, -0.0511, -0.0689], [-0.2087, 0.1531, -0.1828], [0.1444, -0.2374, 0.1672], [-0.2043, 0.0061, -0.0893], [-0.0407, 0.0684, -0.0057], [-0.0115, 0.0591, 0.0752], [-0.3380, -0.2704, 0.0002], [0.2532, -0.3036, -0.5860], [0.1010, 0.3684, 0.3148], [-0.0512, 0.4407, 0.2356], [0.2165, -0.1823, -0.1644], [-0.4203, -0.0313, -0.0693], [0.1104, -0.4498, -0.0055], [0.5918, 1.1453, -0.1745], [-0.7454, -1.0011, -0.0615], [0.5823, 0.6556, 0.1955], [-0.1095, -0.2362, 0.0117], [-0.0901, -0.0100, -0.0553], [0.1461, 0.2885, -0.0038], [-0.3899, -0.1944, -0.2091], [-0.0988, -0.0331, -0.0582], [0.5882, -0.0637, 0.4590], [-0.1081, 0.2171, -0.1614], [-0.3616, -0.3324, -0.1102], [-0.0042, 0.0434, 0.3734], [0.0604, -0.2086, -0.0956], [0.1158, 0.0855, 0.0781], [0.1693, -0.2102, 0.1624], [-0.0578, -0.0428, 0.0859], [0.0202, -0.0974, -0.0499], [0.0830, -0.0436, 0.0638], [0.0131, -0.0244, -0.1362], [-0.1066, 0.0619, 0.0729], [0.0691, -0.0439, 0.0617], [0.1007, 0.1005, 0.0194], [-0.1226, -0.0940, -0.1179], [0.0633, 0.0370, 0.1200], [0.1287, 0.1027, -0.0030], [-0.0212, -0.0144, -0.0095], [-0.0733, 0.0381, 0.0100], [-0.0564, 0.0204, -0.0147], [-0.0390, 0.0225, -0.0440], [0.0688, -0.1352, 0.0215], [-0.0515, 0.0423, -0.0535], [0.0622, 0.0216, -0.0341], [-0.0110, 0.0959, -0.0428], [0.0009, 0.0547, 0.0521], [0.0892, 0.0953, 0.0047], [0.0523, -0.1388, -0.0094], [0.0279, 0.0155, 0.0367], [0.0185, 0.0472, 0.0567], [-0.1064, 0.0163, -0.0612], [-0.0827, -0.1086, -0.0060]]
}


{
  "formula": "C2H5N2O",
  "method": "ωB97M-V with the def2-TZVPD basis set",
  "spin_multiplicity": 3,
  "largest_force_ha_per_bohr": 0.0480,
  "homo_lumo_gap_ev": [7.2, 8.4],
  "total_charge": 1,
  "relative_energy_kcal_mol": 64.2,
  "species": ["C", "C", "N", "N", "O", "H", "H", "H", "H", "H"],
  "coordinates": [[-1.4146, -0.2261, 0.3183], [2.7343, 0.4110, -0.1740], [-0.2467, 0.2891, 0.5027], [-2.5437, -0.2569, -0.2875], [-0.7349, -0.9372, 1.1914], [2.9426, -0.3998, -0.8538], [2.5149, 1.3984, -0.5453], [2.7622, 0.2451, 0.8932], [-2.7974, 0.4710, -0.9428], [-3.2167, -0.9944, -0.1021]],
  "forces_ev_per_angstrom": [[-2.0481, -1.3228, -0.3778], [-0.0872, -0.0577, 0.1144], [1.7389, 0.5426, 0.7193], [0.1564, -0.0279, 0.2638], [-0.0235, 0.7171, -0.5327], [0.0536, 0.0356, -0.0081], [0.0630, 0.0246, -0.0670], [0.0836, -0.0124, -0.0647], [0.0335, 0.1296, -0.1108], [0.0297, -0.0286, 0.0637]]
}


{
  "formula": "H14O7",
  "method": "ωB97M-V with the def2-TZVPD basis set",
  "smiles": "O.O.O.O.O.O.O",
  "largest_force_ha_per_bohr": 0.1410,
  "homo_lumo_gap_ev": 10.8,
  "total_charge": 0,
  "relative_energy_kcal_mol": 67.9,
  "species": ["O", "H", "H", "O", "H", "H", "O", "H", "H", "O", "H", "H", "O", "H", "H", "O", "H", "H", "O", "H", "H"],
  "coordinates": [[-3.0574, 0.0370, -0.0488], [-2.2884, -0.5593, 0.0744], [-3.2963, -0.3792, -0.8106], [1.6134, -3.6452, 0.0877], [1.1088, -3.9087, -0.6818], [1.6360, -2.7409, 0.2301], [-2.3932, 2.5153, -0.8618], [-2.1540, 2.8747, 0.0309], [-2.3382, 1.5580, -0.8992], [1.3609, 1.5239, -1.6690], [1.4901, 2.4167, -1.3761], [0.6393, 1.7756, -2.2197], [-0.0725, -0.0820, 0.0324], [0.5071, -0.7203, 0.2525], [0.1989, 0.6079, -0.6402], [2.1083, -1.1012, 0.4091], [2.5394, -1.0891, 1.2953], [2.8690, -1.4440, -0.1928], [0.2027, 0.6801, 2.5809], [0.0833, 0.6285, 1.5896], [-0.7570, 1.0522, 2.8171]],
  "forces_ev_per_angstrom": [[2.0552, 0.1111, 2.7624], [0.2655, 0.8915, 0.9900], [-2.2838, -1.3786, -3.7754], [0.3126, -3.8482, -0.1280], [-0.1033, 0.4241, -0.0219], [-0.5095, 2.6848, 0.0747], [0.6150, 1.8028, 0.2705], [-0.3786, -1.1802, -1.2743], [-0.1180, -0.1751, 1.0236], [0.1217, 0.0183, 0.0912], [1.0642, 0.7966, 1.0963], [-1.3120, -0.5219, -1.4966], [-5.3071, 4.5810, -1.8449], [3.5223, -2.7565, 0.3280], [0.6450, -1.6518, 1.1687], [3.8686, -1.0012, -0.3285], [-0.5549, 0.1432, -0.6592], [-1.8983, 1.0228, 1.3579], [-3.5332, 1.5203, -0.1424], [0.2981, -0.2117, 0.9195], [3.2306, -1.2713, -0.4116]]
}


{
  "formula": "C19H28GaO2S4Si",
  "method": "ωB97M-V with the def2-TZVPD basis set",
  "largest_force_ha_per_bohr": 0.0126,
  "homo_lumo_gap_ev": 7.3,
  "total_charge": -1,
  "relative_energy_kcal_mol": 0.0,
  "species": ["Ga", "O", "C", "S", "C", "C", "S", "S", "S", "C", "C", "C", "C", "C", "C", "C", "C", "C", "C", "C", "C", "O", "H", "H", "H", "H", "H", "H", "H", "H", "H", "H", "H", "H", "H", "H", "H", "H", "H", "C", "Si", "C", "C", "C", "H", "H", "H", "H", "H", "H", "H", "H", "H", "H", "H"],
  "coordinates": [[-0.5641, 0.7533, -0.0700], [-3.0727, 2.0391, 6.0082], [-2.6275, 1.9100, 4.8906], [-0.9033, 1.9387, 4.5081], [-1.0669, 1.7325, 2.7741], [-2.3077, 1.6055, 2.2924], [-2.7132, 1.3786, 0.6062], [-3.6227, 1.6746, 3.4497], [0.4057, 1.6908, 1.8270], [2.5133, -1.8491, -1.8114], [2.9109, -1.3936, -0.4006], [3.0094, 0.1314, -0.3451], [2.0316, -2.0735, 0.6428], [2.6413, -2.9799, 1.5068], [1.9046, -3.7818, 2.3645], [0.5209, -3.7196, 2.2923], [-0.1391, -2.8310, 1.4431], [-1.6436, -2.9693, 1.3036], [-2.4520, -1.7017, 1.5923], [-1.9923, -3.5201, -0.0869], [0.6255, -1.9331, 0.6712], [0.0678, -1.0079, -0.1103], [3.1841, -1.4154, -2.5612], [1.4924, -1.5305, -2.0338], [2.5589, -2.9380, -1.8970], [3.9176, -1.7699, -0.2094], [2.1022, 0.6012, -0.7119], [3.8309, 0.4697, -0.9852], [3.1932, 0.4874, 0.6691], [3.7248, -3.0641, 1.4896], [2.3971, -4.4630, 3.0501], [-0.0786, -4.3858, 2.9062], [-1.9366, -3.7220, 2.0367], [-2.5709, -1.0991, 0.6995], [-1.9800, -1.0767, 2.3516], [-3.4550, -1.9598, 1.9481], [-1.6554, -2.8171, -0.8540], [-3.0758, -3.6532, -0.1929], [-1.5050, -4.4822, -0.2635], [0.9510, 4.0424, -1.3491], [-0.2717, 3.0983, -2.4152], [-1.9806, 3.8427, -2.2967], [0.3061, 3.2538, -4.1918], [-0.2617, 1.3022, -1.9482], [0.5407, 4.9958, -0.9968], [1.8745, 4.2556, -1.9021], [1.2121, 3.4603, -0.4617], [-1.9460, 4.8534, -1.8762], [-2.6115, 3.2401, -1.6383], [-2.4606, 3.8990, -3.2813], [0.3218, 4.3032, -4.5197], [-0.3514, 2.6967, -4.8711], [1.3215, 2.8514, -4.2947], [0.7095, 0.8743, -2.2258], [-1.0236, 0.7555, -2.5218]],
  "forces_ev_per_angstrom": [[0.0618, 0.2968, 0.2974], [0.1009, -0.0525, -0.2867], [-0.1011, 0.0839, 0.2627], [-0.0152, -0.0086, -0.0056], [0.3198, 0.0279, 0.0440], [-0.2804, 0.0031, -0.1652], [0.0474, 0.2726, -0.1751], [-0.0103, -0.0368, 0.0324], [0.0792, -0.0944, -0.0927], [-0.0130, 0.0205, -0.0117], [-0.1635, 0.0075, -0.0413], [0.0203, -0.0303, 0.1091], [0.1521, -0.0948, 0.0771], [-0.0127, 0.0593, -0.0397], [-0.0939, 0.0405, -0.0259], [0.0316, 0.0722, -0.0274], [0.0464, -0.1214, 0.0963], [0.0191, 0.1247, -0.0889], [0.0259, -0.3343, 0.0643], [-0.0524, 0.0566, 0.0063], [0.2661, 0.1616, 0.0732], [-0.4856, -0.2953, -0.3143], [-0.0323, -0.0231, 0.0465], [0.0675, -0.0255, 0.0089], [-0.0012, 0.0535, 0.0072], [0.1017, -0.0661, 0.0105], [-0.0689, 0.0509, 0.0260], [-0.0288, -0.0105, 0.0386], [0.0010, 0.0011, 0.0250], [-0.0455, 0.0100, 0.0031], [-0.0411, 0.0271, -0.0587], [0.0112, 0.0225, -0.0262], [-0.0083, -0.0934, 0.0861], [-0.0067, -0.1445, 0.0347], [0.0242, -0.0311, 0.0462], [0.0388, 0.0196, -0.0435], [-0.0317, -0.0569, 0.0408], [0.1101, 0.0178, 0.0226], [-0.0175, 0.0302, 0.0075], [0.1534, 0.1674, 0.1206], [0.1612, -0.1643, 0.0378], [-0.3149, 0.1114, 0.0347], [0.0774, 0.1231, -0.3236], [-0.0088, -0.0717, 0.0181], [0.0657, -0.1005, -0.0705], [-0.1111, -0.0348, 0.0913], [0.0158, 0.0695, 0.0006], [-0.0220, -0.0785, -0.0840], [-0.0097, 0.0832, -0.0186], [0.0452, -0.0196, 0.1320], [0.0091, -0.1824, 0.0344], [0.1034, 0.0745, 0.0754], [-0.1261, 0.0503, -0.0309], [-0.1313, -0.0122, -0.0689], [0.0781, 0.0442, -0.0123]]
}


{
  "formula": "C23H12F7IN2O8S",
  "method": "ωB97M-V with the def2-TZVPD basis set",
  "smiles": "FC(F)(F)C(F)(F)C(F)(F)c1c(S)cc(I)c2nccnc12.O=C1C=C(O)C(=O)C=C1O.O=C1C=C(O)C(=O)C=C1O",
  "largest_force_ha_per_bohr": 0.1323,
  "homo_lumo_gap_ev": 7.4,
  "total_charge": 0,
  "species": ["F", "C", "F", "F", "C", "F", "F", "C", "F", "F", "C", "C", "S", "C", "C", "I", "C", "N", "C", "C", "N", "C", "H", "H", "H", "H", "O", "C", "C", "C", "O", "C", "O", "C", "C", "O", "H", "H", "H", "H", "O", "C", "C", "C", "O", "C", "O", "C", "C", "O", "H", "H", "H", "H"],
  "coordinates": [[-0.0469, 1.8511, 0.9342], [0.4258, 0.4899, 0.8661], [-0.7470, -0.3114, 0.9450], [1.0805, 0.3945, -0.3966], [1.4022, 0.2947, 2.1237], [0.6088, 0.6178, 3.2893], [2.5053, 1.1865, 2.1520], [1.9246, -1.2510, 2.3132], [1.1203, -1.8272, 3.3251], [1.5635, -1.9879, 1.1169], [3.4822, -1.1867, 2.5870], [4.0861, -1.2333, 4.0387], [3.0620, -1.3124, 5.5802], [5.6577, -1.1910, 4.3186], [6.6413, -1.0990, 3.1423], [8.7888, -1.0670, 3.5201], [6.0926, -0.9967, 1.6448], [7.1316, -0.8753, 0.6522], [6.4894, -0.7507, -0.6151], [4.9684, -0.7553, -0.9272], [4.0022, -0.9255, 0.0941], [4.5600, -1.0412, 1.4186], [3.8864, -0.8950, 6.6359], [6.0983, -1.2426, 5.3788], [7.1928, -0.6076, -1.5219], [4.6204, -0.6258, -2.0173], [-4.3450, -4.1876, -2.0607], [-3.6530, -3.2397, -2.3913], [-3.9355, -2.4399, -3.5883], [-3.1446, -1.4195, -3.9263], [-3.3965, -0.6660, -5.0342], [-1.9515, -1.0581, -3.1094], [-1.2403, -0.1303, -3.4586], [-1.6827, -1.8423, -1.9002], [-2.4753, -2.8606, -1.5596], [-2.2390, -3.5961, -0.4372], [-4.8030, -2.7140, -4.1736], [-2.6845, 0.0034, -5.0600], [-0.8239, -1.5583, -1.3067], [-2.9472, -4.2694, -0.4142], [-3.5385, 5.8967, -0.9914], [-3.8134, 4.7098, -0.9446], [-5.1595, 4.2023, -1.2344], [-5.4255, 2.8963, -1.1569], [-6.6704, 2.4110, -1.4262], [-4.3748, 1.9113, -0.7724], [-4.6578, 0.7269, -0.6938], [-3.0247, 2.4160, -0.5058], [-2.7562, 3.7213, -0.5869], [-1.5017, 4.2034, -0.3449], [-5.9133, 4.9276, -1.5101], [-6.6050, 1.4438, -1.2992], [-2.2669, 1.6893, -0.2456], [-1.5681, 5.1711, -0.4663]],
  "forces_ev_per_angstrom": [[1.1221, -3.2958, -0.1859], [-1.2174, 2.4730, -1.4050], [3.4754, 1.7460, -0.3817], [-1.9334, -0.2909, 3.5259], [-0.3836, 0.2258, 2.0057], [1.7647, -0.5893, -2.8254], [-2.8144, -1.8509, -0.6797], [-0.6097, -0.0696, -0.7407], [2.1982, 1.0359, -1.7874], [1.0814, 1.6654, 2.6245], [4.0080, -0.7913, 2.7473], [1.5475, 0.4169, -2.1807], [0.5129, 0.1447, -0.8106], [0.5004, 0.2094, -4.3603], [-4.2255, -0.0306, 0.9030], [-1.8437, -0.0274, -0.3128], [0.3702, -0.2649, 2.2064], [-6.4572, 0.1542, -2.1331], [-0.1781, 0.0230, 0.7328], [0.7473, -0.4485, 3.1601], [4.6108, 0.4195, -0.2226], [-0.3241, -0.0260, -0.2005], [-0.1584, -0.3180, -1.5922], [-1.0779, 0.0650, -1.8528], [-1.2331, -0.3179, 1.7243], [0.5274, -0.2646, 2.0651], [0.3621, 0.1828, 0.1827], [-0.6139, -0.1062, -0.4492], [-0.0630, -0.2713, 0.2190], [-0.7277, 0.3432, -1.1089], [0.7195, -0.3118, 1.0970], [0.5968, 0.1047, 0.5732], [-0.3891, -0.1284, -0.1997], [0.1172, 0.2943, -0.2785], [0.6781, -0.3504, 1.1834], [-0.7030, 0.3219, -1.1731], [0.0331, 0.0083, 0.0154], [-0.1180, -0.0982, -0.0299], [-0.0328, -0.0355, -0.0334], [0.1273, 0.0895, 0.0410], [0.2419, -0.3629, 0.0816], [-0.5924, 0.4553, -0.2022], [0.2484, 0.2560, 0.0378], [-1.3525, 0.1210, -0.3646], [1.3217, -0.1401, 0.3638], [0.6728, -0.4179, 0.2116], [-0.2554, 0.3217, -0.1677], [-0.2328, -0.3274, -0.0433], [1.4697, -0.0584, 0.3481], [-1.4829, 0.1045, -0.3600], [0.0213, -0.0277, 0.0164], [-0.0581, 0.1475, -0.0219], [-0.0458, 0.0443, 0.0000], [0.0482, -0.1517, 0.0377]]
}